Here is a structure of composition C66H60AsIN2O3P2PtS3 from OMol25. Energies are from ωB97M-V/def2-TZVPD.

The geometry in XYZ format:
```
139
Properties=species:S:1:pos:R:3:forces:R:3
Pt 1.0883 0.8006 0.7039 0.4 -1.8 -0.5
C 1.0454 0.9749 -4.1932 -0.1 -0.1 0.1
C 2.2532 0.3486 -3.5855 -0.2 0.2 0.8
N 3.2519 0.0740 -4.3651 -0.5 0.2 -1.1
C 4.4082 -0.3679 -3.9076 0.4 -0.2 1.1
C 4.6522 -0.5124 -2.5524 0.4 -0.4 -0.5
C 6.0761 -0.7884 -2.1167 -0.1 0.6 -0.3
O 6.2355 -1.8103 -1.1681 0.1 -0.6 0.5
C 3.6008 -0.2695 -1.6442 -0.9 0.0 -0.1
C 3.8761 -0.4284 -0.2373 0.4 -0.1 -0.2
N 3.4019 0.2272 0.7701 -2.1 0.5 -0.5
C 4.0797 0.1243 1.9916 0.5 0.0 0.9
C 5.4590 -0.1501 2.0226 -0.2 0.0 -0.1
C 6.1616 -0.2522 3.2034 0.0 -0.1 0.1
C 5.5226 -0.0623 4.4161 -0.1 0.0 0.0
C 4.1792 0.2634 4.4247 -0.2 0.1 -0.1
C 3.4837 0.3697 3.2306 -0.3 0.0 -0.2
I 1.4343 0.9231 3.3886 0.3 -0.2 -1.2
C 2.3226 0.1249 -2.1533 1.9 0.0 -0.6
O 1.2839 0.3155 -1.4543 -2.0 0.3 2.2
H 1.3286 1.4845 -5.1099 0.0 0.0 0.0
H 0.5781 1.6667 -3.4964 -0.1 0.1 0.0
H 0.3174 0.2087 -4.4537 -0.2 0.0 0.0
H 5.1638 -0.5723 -4.6516 0.2 0.0 0.0
H 6.4457 0.1267 -1.6385 0.1 -0.1 -0.1
H 6.6917 -0.9696 -3.0050 -0.1 0.1 0.1
H 6.1153 -2.6736 -1.5770 0.0 0.0 -0.1
H 4.6588 -1.1621 -0.0478 0.1 0.3 0.1
H 5.9993 -0.2765 1.0987 0.1 0.0 -0.2
H 7.2161 -0.4767 3.1748 0.1 0.0 0.0
H 6.0609 -0.1490 5.3444 0.1 0.0 0.1
H 3.6701 0.4420 5.3592 0.0 0.0 0.1
O 1.2867 3.2126 0.9069 -0.6 -0.3 0.7
S 2.2589 4.1089 0.1995 0.4 0.3 -1.5
C 1.2552 5.4606 -0.5884 0.3 -0.3 0.4
C -0.0032 4.9769 -1.2156 0.0 -0.1 0.0
C -1.0428 4.5093 -0.4166 0.0 0.0 -0.1
C -2.2129 4.0534 -0.9977 -0.1 0.0 0.0
C -2.3608 4.0622 -2.3754 0.0 -0.1 -0.1
C -1.3386 4.5486 -3.1736 0.0 0.0 -0.1
C -0.1633 4.9981 -2.5979 0.0 0.0 0.1
C 2.5651 3.0699 -1.3061 0.0 0.4 0.6
C 3.7292 3.3117 -2.1952 0.2 0.2 -0.2
C 5.0262 3.0742 -1.7417 -0.1 0.0 0.0
C 6.0937 3.1156 -2.6194 0.1 0.0 0.0
C 5.8763 3.3787 -3.9650 0.0 0.0 0.0
C 4.5964 3.6558 -4.4160 0.1 0.0 -0.1
C 3.5322 3.6380 -3.5340 0.0 -0.1 0.2
H 1.9330 5.9202 -1.3062 0.1 0.1 0.0
H 1.0533 6.1518 0.2296 0.1 0.1 0.0
H -0.9369 4.5178 0.6575 0.0 0.0 0.1
H -3.0281 3.7179 -0.3747 -0.1 0.0 0.1
H -3.2728 3.7033 -2.8295 -0.1 0.0 0.0
H -1.4640 4.5965 -4.2445 0.0 0.0 -0.1
H 0.6187 5.4056 -3.2234 0.1 0.0 0.0
H 1.6206 3.0759 -1.8524 0.0 -0.1 0.1
H 2.6978 2.1117 -0.7985 -0.1 0.2 -0.1
H 5.1870 2.8464 -0.6957 0.1 0.0 0.1
H 7.0995 2.9419 -2.2634 0.0 0.0 0.0
H 6.7005 3.3704 -4.6605 0.1 0.1 0.0
H 4.4220 3.8820 -5.4565 0.0 0.0 -0.1
H 2.5380 3.8482 -3.8982 -0.2 0.0 0.0
S 2.9570 -4.7795 -0.4486 -0.6 1.3 0.3
P 1.4569 -4.3845 0.8151 -0.8 -1.8 1.0
S 1.4043 -2.3747 0.6926 1.1 0.2 -1.1
C 1.7800 -4.9663 2.5092 0.0 0.4 -0.6
C 1.8277 -6.3456 2.6856 0.0 0.0 0.0
C 1.9933 -6.8627 3.9553 0.0 -0.1 -0.1
C 2.1065 -6.0033 5.0387 0.0 0.0 0.1
C 2.0736 -4.6298 4.8553 0.0 0.0 0.1
C 1.9107 -4.1021 3.5850 0.0 0.1 -0.1
C -0.0859 -5.2770 0.4103 0.6 0.3 0.0
C -1.0685 -5.3357 1.3953 0.0 0.0 0.0
C -2.2156 -6.0745 1.1750 0.0 0.0 0.1
C -2.3789 -6.7581 -0.0220 0.0 0.0 0.0
C -1.3944 -6.7076 -0.9962 -0.1 -0.1 0.0
C -0.2422 -5.9684 -0.7827 0.1 0.1 0.0
H 1.7251 -6.9985 1.8289 0.0 -0.1 0.0
H 2.0243 -7.9320 4.0992 0.0 -0.1 0.0
H 2.2166 -6.4094 6.0318 0.0 0.0 0.1
H 2.1674 -3.9672 5.7030 0.0 0.0 0.1
H 1.8695 -3.0310 3.4325 0.0 0.1 0.0
H -0.9206 -4.8308 2.3408 0.0 0.0 0.1
H -2.9734 -6.1363 1.9418 -0.1 0.0 0.1
H -3.2704 -7.3437 -0.1847 -0.1 -0.1 0.0
H -1.5248 -7.2533 -1.9183 0.0 0.0 -0.1
H 0.5422 -5.9493 -1.5264 0.0 0.0 -0.1
C -3.0452 0.9652 0.5796 0.5 0.7 -0.1
C -4.1357 -0.0036 1.0148 0.1 0.0 -0.2
As -6.0014 0.5706 0.5778 -0.3 -0.4 0.5
C -5.9056 0.8974 -1.3381 0.2 0.1 0.2
C -6.8482 1.7338 -1.9359 0.1 0.0 0.3
C -6.8229 1.9493 -3.3018 0.0 -0.1 -0.1
C -5.8730 1.3115 -4.0860 0.0 0.0 0.0
C -4.9595 0.4464 -3.5036 -0.1 -0.1 -0.1
C -4.9914 0.2186 -2.1402 0.0 0.2 0.3
C -5.9208 2.3363 1.4225 0.2 -0.2 -0.4
C -6.0156 2.3605 2.8117 0.0 -0.3 -0.2
C -5.8416 3.5457 3.5014 0.0 0.1 0.0
C -5.5892 4.7163 2.8027 0.0 0.1 0.0
C -5.5170 4.6995 1.4191 0.0 0.2 0.0
C -5.6968 3.5156 0.7239 0.1 -0.1 0.0
P -1.3542 0.1875 0.8149 0.6 -0.5 0.0
C -1.5158 -0.4264 2.5224 0.4 0.1 0.1
C -1.0622 -1.6718 2.9461 -0.1 0.2 -0.1
C -1.1004 -2.0105 4.2882 0.0 -0.1 0.0
C -1.5553 -1.0989 5.2262 0.0 0.1 0.0
C -1.9502 0.1664 4.8211 0.0 0.0 0.1
C -1.9319 0.5021 3.4808 0.0 -0.1 -0.3
C -1.5949 -1.1686 -0.3703 0.4 0.2 0.0
C -2.1285 -2.4175 -0.0762 0.0 0.0 0.0
C -2.3648 -3.3144 -1.1026 -0.1 -0.1 0.0
C -2.0606 -2.9870 -2.4116 0.0 0.1 -0.1
C -1.5370 -1.7382 -2.7083 -0.1 0.0 -0.1
C -1.3235 -0.8264 -1.6938 0.1 0.2 0.2
H -3.1094 1.8982 1.1432 0.0 0.0 -0.1
H -3.1204 1.1979 -0.4872 0.1 0.1 0.1
H -4.1147 -0.1427 2.0986 -0.2 0.0 -0.1
H -4.0018 -0.9853 0.5559 -0.1 0.1 0.1
H -7.6083 2.2070 -1.3233 0.0 0.1 -0.1
H -7.5534 2.5988 -3.7590 -0.1 0.1 0.0
H -5.8631 1.4663 -5.1538 0.0 0.1 -0.1
H -4.2309 -0.0676 -4.1127 0.0 -0.1 -0.1
H -4.3057 -0.4977 -1.7044 0.1 0.0 0.0
H -6.2358 1.4434 3.3484 0.0 0.0 0.0
H -5.9140 3.5598 4.5780 0.0 0.0 0.1
H -5.4663 5.6451 3.3370 0.0 0.1 0.1
H -5.3215 5.6113 0.8753 0.0 0.1 0.0
H -5.6509 3.5063 -0.3583 0.0 0.0 0.0
H -0.6543 -2.3704 2.2284 -0.1 -0.1 0.0
H -0.7617 -2.9848 4.6084 0.0 -0.1 0.0
H -1.5929 -1.3660 6.2691 0.0 0.0 0.2
H -2.2587 0.8998 5.5480 -0.1 0.1 0.1
H -2.2291 1.4953 3.1719 -0.1 0.1 0.0
H -2.3805 -2.6883 0.9381 0.0 0.0 0.1
H -2.7951 -4.2772 -0.8799 -0.1 -0.1 0.1
H -2.2490 -3.6995 -3.2000 0.0 -0.1 -0.1
H -1.3140 -1.4736 -3.7315 0.0 0.0 -0.1
H -0.9356 0.1619 -1.9049 0.0 0.0 -0.2
```
Positions in Å, forces in eV/Å.

Summary:
**Total charge**: +2
**LUMO level (spin up / spin down)**: -9.01 / -9.02 eV
**Gap between HOMO and LUMO (spin up / spin down)**: 2.76 / 2.75 eV
**Relative energy (zero: lowest compared OMol25 entry of this formula, charge and spin)**: 0.0 kJ/mol

These are the Löwdin partial charges, in e, on atoms 1 to 5: 0.6659 -0.0025 -0.2425 0.1411 -0.0740


Here is a cluster of 12 separate species, C66H74F16O15S7 in total from OMol25. Energies are from ωB97M-V/def2-TZVPD.

The geometry in XYZ format:
```
178
Properties=species:S:1:pos:R:3:forces:R:3
C -3.7181 3.6837 -2.4313 0.2 1.1 -0.9
C -4.6771 4.9544 -2.6443 2.1 -1.1 0.7
C -5.8337 4.7235 -3.5896 -1.0 -0.3 0.2
F -6.5027 5.8631 -3.7483 -0.9 1.2 0.7
F -5.3755 4.4549 -4.7798 1.7 -1.0 -2.4
F -5.1562 5.3348 -1.4538 -0.4 -0.1 0.7
F -3.9428 5.9996 -3.1051 0.1 -0.4 -0.2
O -4.4838 2.6316 -1.9350 -0.1 -2.0 3.5
C -3.8432 1.9213 -0.8002 -0.3 -0.2 -3.6
C -4.6868 0.6226 -0.4720 0.6 0.5 0.8
F -4.7962 -0.2739 -1.4763 -0.2 1.2 0.1
F -4.0422 -0.0395 0.5249 0.4 0.2 0.2
F -2.6166 1.6028 -1.2541 0.3 -0.7 -0.1
F -3.5809 2.6324 0.2860 -1.1 0.5 0.3
H -2.8321 3.8440 -1.8170 -0.5 0.9 0.4
H -3.2285 3.3525 -3.3472 -0.5 0.3 -0.6
H -6.5377 3.9213 -3.3686 0.1 0.0 0.9
H -5.6179 0.9597 -0.0163 -0.5 -0.2 -0.7
C -4.7478 -5.5658 -3.8888 -1.2 0.1 0.8
C -3.4184 -5.7666 -4.6134 -3.0 -0.3 -1.0
C -2.3674 -5.3804 -3.6678 1.8 -0.8 1.7
F -1.0958 -5.6702 -4.0278 -0.4 -0.1 -0.4
F -2.4053 -4.0705 -3.3676 -0.3 0.9 -0.3
F -3.4149 -7.0410 -4.9524 1.5 -2.0 0.0
F -3.4502 -5.1191 -5.7789 0.6 1.3 -0.8
O -5.5499 -6.8016 -3.9052 -1.6 1.1 2.0
C -6.8402 -6.6313 -3.2161 0.8 -0.3 -3.4
C -7.5948 -7.9567 -3.2330 1.1 -2.5 -2.4
F -7.0071 -8.9040 -2.4745 0.4 0.3 1.1
F -8.9088 -8.0135 -2.9902 -0.1 1.3 0.6
F -6.8229 -6.0986 -2.0476 0.9 1.0 2.2
F -7.5550 -5.7966 -4.0189 -0.3 0.2 0.0
H -5.2488 -4.7181 -4.3563 -0.3 -0.2 -0.1
H -4.5198 -5.2984 -2.8570 -0.3 0.0 0.1
H -2.6438 -5.9104 -2.7564 0.7 -0.3 0.3
H -7.4424 -8.3426 -4.2410 -0.2 0.3 -0.4
C 0.0289 -5.9407 5.3724 0.1 -0.7 -1.8
S 1.5835 -4.9783 5.1820 -0.9 1.5 1.1
O 2.7569 -5.8656 5.2713 -0.1 -0.5 -0.7
C 1.2047 -4.2994 3.4907 0.0 -0.8 0.5
H 0.0670 -6.6659 4.5595 0.1 -0.2 -0.3
H -0.8183 -5.3152 5.0913 0.0 0.3 0.4
H -0.1633 -6.5847 6.2306 0.6 0.8 0.5
H 1.9834 -3.6058 3.1735 0.2 -0.3 0.2
H 0.2893 -3.7219 3.6194 0.0 -0.1 0.1
H 1.0438 -5.0953 2.7635 0.1 0.0 0.0
C 6.7969 3.3944 -2.7788 -0.1 0.1 0.4
S 5.6397 3.3503 -4.1326 -0.5 -2.6 -1.1
O 5.4082 1.8341 -4.4080 0.1 2.8 0.6
C 4.1511 4.1091 -3.4062 0.1 -0.4 0.7
H 6.9017 4.4271 -2.4463 0.1 0.0 0.1
H 7.7528 3.0302 -3.1552 -0.1 0.1 -0.1
H 6.4671 2.7312 -1.9790 -0.1 0.1 0.0
H 4.4620 5.0142 -2.8845 0.0 0.4 -0.5
H 3.6422 3.5339 -2.6327 0.3 -0.6 -0.1
H 3.4162 4.2681 -4.1953 0.3 0.3 -0.1
C -2.8763 -2.2073 6.1058 0.1 -0.8 -0.2
S -2.0345 -2.2372 4.4838 -1.2 -0.5 0.8
O -2.3578 -3.5362 3.7776 0.2 0.8 0.4
C -3.2447 -1.0264 3.9595 -0.1 1.1 -1.4
H -3.9134 -2.4958 5.9346 0.0 0.1 -0.1
H -2.8239 -1.1562 6.3898 0.2 -0.3 0.6
H -2.4698 -2.9398 6.8031 0.3 0.4 0.1
H -2.8292 -0.5953 3.0487 -0.4 0.0 -0.3
H -3.4370 -0.1842 4.6242 0.6 -0.1 0.3
H -4.2416 -1.4306 3.7835 0.3 -0.6 -0.2
C 1.4574 -0.2250 6.6088 -0.1 2.0 0.5
S 2.1370 1.4681 7.2124 1.5 0.3 -3.3
O 3.6259 1.6534 6.7801 -3.0 -0.7 0.9
C 1.1556 2.4423 5.8477 0.3 -0.2 0.3
H 0.3819 -0.0965 6.7307 -0.1 -0.1 0.6
H 1.8741 -0.9646 7.2924 0.0 -0.2 -0.6
H 1.5240 -0.2908 5.5228 0.9 -0.5 0.1
H 0.4798 1.8322 5.2485 -0.3 -0.4 0.5
H 1.8263 2.8206 5.0762 0.6 0.0 0.5
H 0.6285 3.2968 6.2721 0.0 -0.2 0.2
C 0.5245 0.1956 -7.2972 -0.4 0.4 1.1
S 1.0116 1.7418 -6.4869 0.5 0.1 0.1
O -0.2653 2.4909 -6.1908 0.8 -0.8 0.3
C 1.7142 1.0607 -4.9089 -1.2 0.6 0.4
H -0.2248 -0.2901 -6.6719 -0.2 0.1 0.0
H 1.3742 -0.4851 -7.3494 0.0 0.3 -0.7
H 0.0495 0.5858 -8.1973 0.3 -0.6 -0.3
H 2.4320 1.7553 -4.4727 0.1 -0.1 -0.4
H 2.0945 0.0405 -4.8584 0.1 0.1 -0.6
H 0.8399 1.1203 -4.2607 -0.1 -0.1 0.2
C -2.1685 -6.6823 2.1904 -0.5 0.7 -0.3
S -3.1412 -6.8278 0.6353 0.1 2.1 -0.1
O -2.2818 -6.1323 -0.3955 -0.3 -0.7 0.1
C -4.3493 -5.4459 1.0216 0.5 0.3 1.2
H -2.7141 -7.1479 3.0112 0.3 -0.3 -0.1
H -2.0576 -5.6228 2.4209 -0.2 0.1 -0.1
H -1.1521 -7.0353 2.0159 -0.3 -0.6 -0.1
H -3.7543 -4.5795 1.3104 0.6 0.0 -0.5
H -4.8926 -5.5433 1.9615 -0.4 -0.8 -0.1
H -5.0153 -5.1020 0.2301 0.1 -0.8 -0.3
C -1.2476 4.6875 -0.0074 1.6 0.7 0.8
S 0.2720 5.5100 0.6777 -0.8 0.9 0.8
O -0.1928 6.7983 1.3094 0.4 -0.7 -0.7
C 0.5628 4.4452 2.1187 -0.5 -0.6 0.4
H -1.9571 4.6136 0.8168 -0.1 -0.2 -0.3
H -0.8273 3.7605 -0.3974 -0.6 -0.3 -0.1
H -1.5827 5.3620 -0.7954 0.0 -0.1 0.1
H 0.1742 3.4378 1.9695 0.2 -0.1 -0.3
H -0.0022 4.8518 2.9574 -0.2 0.4 -0.2
H 1.6041 4.3957 2.4370 0.0 0.1 -0.4
C -6.3895 0.7045 -11.3064 -0.5 1.3 0.6
C -5.8245 -0.5048 -11.6909 -0.4 0.6 -0.4
C -4.9459 -1.1483 -10.8743 -0.6 -0.2 -0.1
C -4.7473 -0.6524 -9.5912 -0.3 0.1 0.8
C -5.4012 0.5176 -9.1488 0.5 0.8 -0.4
C -6.1742 1.2881 -10.0514 0.1 -2.6 0.1
C -5.1911 1.0270 -7.7463 -1.9 0.8 -1.0
O -5.8515 1.9573 -7.3196 -0.1 0.2 -0.5
C -4.2810 0.3851 -6.8669 2.9 -1.9 1.8
C -3.8892 1.0378 -5.6605 1.5 -2.1 -0.1
C -2.9410 0.3676 -4.8633 0.4 0.2 -0.7
C -2.3623 -0.8742 -5.1703 -1.8 0.3 -0.2
C -2.7948 -1.5563 -6.3192 0.1 1.1 -0.2
C -3.6732 -0.9041 -7.2104 -1.2 1.0 -0.4
C -4.0121 -1.4862 -8.6239 2.6 -3.1 0.4
O -3.5628 -2.6225 -8.9791 -1.5 3.6 1.4
H -7.0798 1.3138 -11.8709 -0.1 -0.6 -0.8
H -6.0730 -1.0805 -12.5703 -0.3 0.7 -0.5
H -4.6381 -2.0778 -11.3300 0.8 -0.2 1.0
H -6.8435 2.0759 -9.7385 0.6 0.4 0.2
H -4.0642 2.0229 -5.2537 -1.0 0.2 -0.9
H -2.5258 0.9570 -4.0592 0.0 -0.2 0.4
H -1.7001 -1.3370 -4.4536 0.3 -0.1 -0.2
H -2.3263 -2.4994 -6.5590 -0.3 -0.2 -0.3
C 12.2600 1.7956 10.3591 0.4 1.1 -0.3
C 12.1437 3.1092 10.8143 -0.2 0.1 -0.2
C 11.2735 4.0270 10.2306 -0.6 -1.4 -0.8
C 10.5768 3.6484 9.0497 0.0 -0.7 -0.1
C 10.7554 2.3133 8.4871 1.1 1.9 1.1
C 11.6687 1.4574 9.1537 -1.1 0.1 -0.9
C 10.1400 1.9309 7.1506 0.6 -0.5 0.3
O 10.5692 0.9588 6.5181 -1.2 1.9 0.9
C 8.9846 2.8341 6.7505 -2.2 -0.5 -0.9
C 8.0290 2.3519 5.7636 1.7 2.7 0.0
C 7.0988 3.3048 5.2390 0.3 -2.9 1.0
C 6.6732 4.3240 6.0491 -0.1 -0.1 -1.4
C 7.4525 4.6876 7.1067 0.1 1.4 1.1
C 8.6588 4.0941 7.4040 1.2 -2.6 -1.0
C 9.5799 4.6346 8.4455 -0.9 -1.0 1.0
O 9.3508 5.7139 8.9427 0.6 0.2 -0.1
H 12.9190 1.1586 10.9305 0.0 -0.4 -0.4
H 12.7909 3.4616 11.6038 -0.2 -0.2 0.5
H 11.0376 4.9073 10.8101 0.1 0.5 -0.7
H 11.8806 0.5434 8.6189 0.0 -0.4 0.3
H 8.1381 1.3971 5.2707 0.3 0.0 0.1
H 6.5728 3.0309 4.3363 -0.2 0.0 0.0
H 5.7632 4.8182 5.7424 0.0 0.5 0.4
H 7.1291 5.5333 7.6954 0.2 0.1 0.2
C 3.7226 2.4511 2.7130 -0.7 0.7 0.1
C 3.7756 3.1332 1.4599 0.1 -2.0 2.1
C 3.0546 2.5214 0.4913 -1.6 0.7 -1.8
C 2.0748 1.4969 0.6555 0.8 0.4 -0.2
C 1.9819 0.8840 1.9100 -0.8 0.2 -0.9
C 2.8677 1.3789 2.9177 -0.7 -1.3 -0.9
C 0.9044 -0.2489 2.0612 1.1 -0.8 -0.1
O 0.8926 -0.9434 3.0645 -0.2 0.9 -0.3
C 0.0066 -0.6617 0.8636 0.8 0.6 0.1
C -0.9142 -1.7689 1.0605 1.1 1.4 -1.5
C -1.6622 -2.1764 -0.0330 0.8 1.4 -0.2
C -1.5350 -1.4775 -1.2688 0.4 -1.1 0.7
C -0.6081 -0.4559 -1.4881 0.2 0.4 1.4
C 0.2199 0.0095 -0.4109 -1.8 -1.9 1.5
C 1.2490 1.0930 -0.5622 0.4 -0.1 -1.4
O 1.4646 1.5557 -1.6908 -0.3 -0.4 2.1
H 4.1737 2.8110 3.6259 0.6 0.1 -0.1
H 4.3706 4.0029 1.2232 0.1 0.0 0.3
H 3.0957 3.0841 -0.4295 -0.3 -0.6 -0.6
H 2.9158 0.7932 3.8238 -0.1 0.3 0.4
H -1.0002 -2.3832 1.9447 0.3 0.5 0.4
H -2.3180 -3.0210 0.1188 -0.1 -0.1 -0.5
H -2.1124 -1.9315 -2.0606 -0.1 0.5 -0.4
H -0.5711 0.0971 -2.4150 0.1 -0.3 -0.3
```
Positions in Å, forces in eV/Å.

Summary:
**LUMO level**: -1.81 eV
**Gap between HOMO and LUMO**: 6.90 eV

These are the Löwdin partial charges, in e, on atoms 1 to 5: -0.0734 -0.4184 -0.3744 0.1180 0.1310


Electronic energy? In order: -7415.7237, -8072.7204 Ha.